Density functional theory data (ωB97M-V/def2-TZVPD) for a structure of composition C23H26NOPdSSeSi.

Last column: Löwdin charge in e.
Geometry (Å):
Pd: -0.969388 0.084982 0.745917  0.448
C: -1.709939 -1.243457 -2.473732  -0.213
Si: -1.955050 -1.581085 -0.649624  0.434
C: -0.924048 -3.031605 -0.060444  -0.187
C: -3.771500 -1.862630 -0.293831  -0.224
H: -2.431202 -1.835349 -3.044552  0.045
H: -0.711923 -1.525224 -2.814824  0.020
H: -1.872629 -0.193746 -2.718622  0.008
H: -1.226929 -3.889398 -0.673751  0.051
H: -1.108901 -3.302354 0.977764  0.017
H: 0.141679 -2.872291 -0.203411  0.010
H: -4.121210 -2.690027 -0.919532  0.045
H: -4.376430 -0.989074 -0.535109  0.000
H: -3.959326 -2.133504 0.745440  0.019
Se: -2.821238 1.342467 -0.286675  0.740
C: -2.071894 2.654876 0.751338  -0.805
N: -1.622505 3.469866 1.439121  0.084
O: 1.133840 -0.608765 0.346124  -0.598
S: 1.619465 -0.514123 -1.098538  1.036
C: 3.382992 -0.330453 -0.984204  -0.377
C: 3.960988 0.380856 0.059114  -0.065
C: 5.337916 0.505464 0.098244  -0.054
C: 6.118359 -0.072314 -0.899012  -0.057
C: 5.529120 -0.783975 -1.931963  -0.060
C: 4.148111 -0.924021 -1.975323  -0.076
C: 1.137656 1.098704 -1.672086  -0.392
C: 1.023092 2.165642 -0.791518  -0.098
C: 0.587468 3.389832 -1.271909  -0.066
C: 0.276251 3.533154 -2.618426  -0.049
C: 0.396579 2.459916 -3.489979  -0.053
C: 0.823123 1.227577 -3.017049  -0.085
H: 3.337504 0.812495 0.831103  0.106
H: 5.808583 1.053436 0.903488  0.114
H: 7.194859 0.030314 -0.862955  0.114
H: 6.140929 -1.238518 -2.699226  0.114
H: 3.675619 -1.492927 -2.767123  0.112
H: 1.275656 2.036507 0.254325  0.100
H: 0.473998 4.225136 -0.595465  0.111
H: -0.071072 4.488619 -2.988832  0.116
H: 0.144309 2.578436 -4.535277  0.115
H: 0.898145 0.375977 -3.683049  0.113
C: -0.091862 0.761519 2.812184  0.101
C: -1.298243 0.108923 3.056029  -0.370
C: -2.509968 0.823018 3.286629  -0.011
C: -3.665283 0.140065 3.579064  -0.027
C: -3.652255 -1.253549 3.613580  -0.010
C: -2.500680 -1.988493 3.331168  -0.054
C: -1.332730 -1.322839 3.043846  -0.028
H: 0.841587 0.213799 2.803274  0.090
H: -0.057759 1.844803 2.796386  0.082
H: -2.484231 1.905306 3.244932  0.111
H: -4.582639 0.676604 3.775636  0.126
H: -4.566775 -1.781825 3.854948  0.127
H: -2.532463 -3.069420 3.345028  0.123
H: -0.407732 -1.857308 2.861336  0.130

Atomic forces in eV per Å
Pd -0.089 0.505 0.333
C 0.032 -0.049 0.014
Si -0.156 -0.164 -0.142
C -0.173 -0.054 -0.177
C 0.105 -0.072 -0.066
H 0.007 -0.023 0.026
H 0.002 0.018 0.055
H -0.006 -0.004 -0.005
H 0.021 0.020 0.006
H -0.008 0.044 0.025
H 0.028 -0.002 0.030
H 0.030 -0.004 0.007
H -0.047 -0.030 0.000
H 0.039 0.060 0.025
Se 0.045 -0.189 0.064
C -0.143 0.205 -0.107
N 0.159 -0.122 0.002
O 0.068 0.174 0.078
S 0.081 -0.088 -0.024
C 0.017 0.027 0.007
C -0.051 -0.021 0.002
C 0.016 -0.009 -0.022
C 0.007 0.014 0.011
C -0.006 0.004 -0.001
C -0.008 -0.010 -0.010
C -0.060 0.012 -0.058
C 0.047 -0.030 0.015
C -0.025 -0.026 -0.003
C -0.007 0.013 -0.009
C 0.002 0.014 -0.011
C 0.007 0.002 0.017
H 0.022 0.002 0.007
H -0.010 -0.005 -0.001
H -0.010 -0.001 -0.001
H -0.005 -0.002 0.007
H 0.001 0.010 0.005
H -0.023 0.027 0.024
H 0.012 0.006 0.024
H 0.009 -0.006 0.004
H 0.004 -0.008 0.008
H 0.003 0.013 0.011
C 0.054 -0.202 -0.379
C 0.011 -0.162 0.090
C 0.008 0.117 0.003
C -0.002 0.035 -0.019
C -0.028 -0.050 -0.004
C -0.039 0.008 -0.022
C 0.015 0.052 0.053
H 0.010 -0.020 0.059
H 0.021 0.009 0.015
H -0.029 -0.042 0.027
H 0.012 0.011 -0.002
H 0.011 0.004 -0.008
H 0.023 0.007 0.007
H -0.003 -0.019 0.007

Calculated values
* E: -4238.76067 a.u.
* LUMO (alpha / beta): -5.42 / -5.42 eV
* HOMO level (alpha / beta): -11.258 / -11.258 eV
* charge: +1
* frontier orbital gap (alpha / beta): 5.84 / 5.84 eV